1.
ORCA calculation (ωB97M-V/def2-TZVPD) on a structure of composition C9H17AsCdCl3N5S6Si.

XYZ file:
```
43
Properties=species:S:1:pos:R:3
Cd -0.81 0.30 0.01
S 1.27 -0.62 -4.42
As -0.17 -1.03 -2.93
S -1.43 0.75 -2.47
S 0.81 -1.31 -0.91
S -1.45 -2.71 -3.26
C 0.79 1.25 3.30
N 0.81 0.10 2.39
C 2.20 -0.17 2.01
N 3.04 -0.45 3.20
C 2.96 0.71 4.09
N 1.59 1.01 4.51
C 1.05 -0.18 5.17
N 1.07 -1.37 4.31
C 0.28 -1.07 3.11
C 2.46 -1.60 3.89
H -0.24 1.46 3.59
H 1.18 2.12 2.78
H 2.60 0.69 1.48
H 2.22 -1.03 1.34
H 3.36 1.58 3.57
H 3.57 0.51 4.98
H 0.02 0.02 5.47
H 1.64 -0.39 6.07
H -0.76 -0.87 3.39
H 0.30 -1.93 2.43
H 2.48 -2.46 3.23
H 3.06 -1.81 4.78
S -2.70 -1.69 1.34
C -3.66 -1.22 0.04
N -3.55 -1.65 -1.20
C -4.44 -1.09 -2.19
C -4.96 0.23 -1.63
S -4.91 0.00 0.17
H -2.74 -2.21 -1.55
H -5.27 -1.79 -2.38
H -3.87 -0.95 -3.11
H -5.98 0.43 -1.95
H -4.31 1.05 -1.89
Cl -0.29 3.97 0.81
Si -1.81 2.50 0.90
Cl -2.67 2.80 2.81
Cl -3.26 3.41 -0.33
```

Calculated values
Relative energy (zero: lowest compared OMol25 entry of this formula, charge and spin)   21.88 kJ/mol
Max |F|   0.40 eV/A
Total charge   -2
Multiplicity   1
E_LUMO   4.3 eV

Results of the Mulliken charge analysis, in e, for atoms 1 through 2: number 1, Cd, carries 1.21; number 2, S, carries -0.63

=====

2.
ORCA calculation (ωB97M-V/def2-TZVPD) on a structure of composition C9H17ClFeI2N2OP.

XYZ file:
```
34
Properties=species:S:1:pos:R:3
I -0.02 -2.35 -1.32
I -1.59 1.48 1.49
Fe -0.37 0.27 -0.27
P -0.54 1.46 -2.22
C -2.03 0.93 -3.03
C -0.66 3.19 -1.83
H 1.81 1.22 -2.63
H 0.81 1.55 -4.08
H 0.84 -0.13 -3.41
C 0.89 0.94 -3.16
H 0.31 3.53 -1.42
H -0.85 3.69 -2.79
H -2.12 1.49 -3.95
H -2.90 1.13 -2.43
H -1.48 3.40 -1.12
H -1.99 -0.12 -3.29
C -2.06 -0.50 -0.39
O -3.04 -1.12 -0.58
Cl 1.59 1.85 -0.06
C -0.72 -1.90 4.27
C 0.04 -1.55 3.06
C 1.43 -1.70 2.80
C 1.61 -1.35 1.44
N 0.39 -0.87 0.95
N -0.54 -1.20 1.91
C 2.97 -1.22 0.85
H -0.65 -2.99 4.46
H -0.20 -1.39 5.10
H -1.72 -1.50 4.07
H 2.25 -1.96 3.50
H -1.48 -0.82 1.73
H 3.54 -0.49 1.54
H 3.51 -2.21 1.00
H 2.98 -0.76 -0.20
```

Calculated values
Relative energy (zero: lowest compared OMol25 entry of this formula, charge and spin)   130.88 kJ/mol
Max |F|   7.81 eV/A
Expectation value of S²   9.008
Total charge   +2
Multiplicity   6
E_LUMO (spin up / spin down)   -9.4 / -10.9 eV

Results of the Mulliken charge analysis, in e, for atoms 1 through 2: number 1, I, carries 0.30; number 2, I, carries 0.36

=====

3.
ORCA calculation (ωB97M-V/def2-TZVPD) on a structure of composition C9H17ClI2N2OPV.

XYZ file:
```
34
Properties=species:S:1:pos:R:3
I -2.71 1.28 -5.03
I -2.06 3.70 -3.94
V 0.04 -0.24 0.30
P 2.02 -0.08 -1.09
C 2.21 0.51 -2.79
C 3.30 0.86 -0.20
H 2.62 -2.20 -0.10
H 3.67 -1.80 -1.50
H 2.00 -2.40 -1.76
C 2.65 -1.79 -1.11
H 3.33 0.53 0.85
H 4.28 0.71 -0.68
H 3.25 0.38 -3.12
H 1.94 1.57 -2.86
H 3.04 1.92 -0.22
H 1.55 -0.06 -3.47
C -0.65 0.66 -1.18
O -1.11 1.18 -2.12
Cl 1.21 -0.46 2.19
C -5.18 1.52 1.06
C -4.02 0.66 1.35
C -3.79 -0.32 2.31
C -2.49 -0.82 2.08
N -1.95 -0.15 1.04
N -2.89 0.74 0.62
C -1.76 -1.87 2.81
H -6.07 0.91 0.84
H -5.40 2.16 1.92
H -4.99 2.17 0.19
H -4.46 -0.64 3.08
H -2.76 1.37 -0.17
H -1.37 -1.48 3.77
H -2.47 -2.68 3.03
H -0.91 -2.27 2.24
```

Calculated values
Relative energy (zero: lowest compared OMol25 entry of this formula, charge and spin)   46.97 kJ/mol
Max |F|   9.15 eV/A
Expectation value of S²   2.037
Total charge   +2
Multiplicity   3
E_LUMO (spin up / spin down)   -10.0 / -9.7 eV

Results of the Mulliken charge analysis, in e, for atoms 1 through 2: number 1, I, carries 0.00; number 2, I, carries -0.02

=====

no.,total energy (eV)
1,-192928.589
2,-87017.281
3,-78321.067